Below is 20 unconnected molecules or ions with the total composition C53H83BN22O6P at a distorted geometry, with properties calculated with ωB97M-V with the def2-TZVPD basis set.

The geometry in XYZ format:
```
166
Properties=species:S:1:pos:R:3:forces:R:3
C 2.104901 -4.399159 -0.190585 0.884 0.986 -1.173
C 1.658557 -3.550585 -1.465803 0.376 -2.786 1.571
O 1.385444 -2.214867 -0.984801 -0.214 1.625 -1.841
P 1.483269 -1.055635 -2.162322 2.166 0.439 -1.161
O 2.323177 -1.397767 -3.347461 -1.153 -0.346 1.200
C -0.233125 -0.625809 -2.794969 0.125 0.841 0.599
C -0.962754 0.439267 -1.882533 1.489 0.118 -0.336
N -2.110410 -0.115664 -1.123131 -2.278 -0.137 0.641
C -3.279382 0.642612 -1.126221 -1.465 -1.218 1.305
C -4.470348 0.221868 -0.419240 -0.005 -1.828 1.499
C -5.823886 1.025702 -0.442379 0.846 -1.181 -0.742
C -6.669991 0.369971 -1.627709 -0.261 0.722 -0.392
C -7.476810 -0.958631 -1.464670 1.050 0.438 -0.218
N -6.666666 0.927557 -2.780793 0.209 -0.384 1.092
C -4.478229 -1.079587 0.375383 2.720 0.720 -2.081
C -5.736301 -1.592960 1.183237 -1.695 0.109 1.364
O -6.222333 -1.018676 2.145022 1.597 0.101 -1.529
O -6.380552 -2.748172 0.784922 1.753 0.668 -0.463
C -3.207342 -1.846359 0.334487 -0.833 2.577 -0.480
B -3.192082 -3.249947 1.128301 0.857 -1.723 0.170
N -2.985454 -4.483031 0.329991 -1.796 2.229 -0.056
O -3.405642 -3.351091 2.513334 -1.165 0.511 -1.747
C -2.075654 -1.305536 -0.441964 -1.224 -0.665 0.868
O 2.189437 0.282343 -1.438670 -1.715 -2.288 0.053
C 3.511462 -0.092516 -0.924350 1.478 0.653 1.019
C 3.723580 0.302801 0.585142 -0.193 -0.200 0.491
H 1.443903 -4.225884 0.689765 0.517 -0.434 -0.853
H 2.166557 -5.463445 -0.524290 -0.337 0.762 0.617
H 3.166212 -4.082205 0.037570 -1.156 -0.295 0.074
H 2.503754 -3.627489 -2.189960 -0.926 0.635 0.325
H 0.742442 -4.070165 -1.861226 0.647 1.025 0.050
H -0.050408 -0.136829 -3.793672 -0.036 -0.685 1.019
H -0.844951 -1.553725 -2.962917 0.692 0.752 0.225
H -0.226713 0.857602 -1.141169 -0.771 -0.405 -0.557
H -1.271880 1.310783 -2.519094 -0.219 -1.001 0.811
H -3.293027 1.594720 -1.703650 0.216 -0.974 0.594
H -6.366265 0.924509 0.536780 0.734 0.184 -0.925
H -5.548155 2.084559 -0.673120 -0.674 -0.781 0.199
H -6.740060 -1.796165 -1.649068 -0.856 0.705 0.423
H -8.217518 -1.007730 -2.297724 0.494 0.158 0.850
H -7.939654 -1.060968 -0.450826 0.325 0.073 -1.017
H -6.076635 1.768231 -2.754772 -0.261 -0.150 -0.178
H -7.124242 -2.904395 1.404609 0.511 0.336 -0.142
H -2.954850 -4.183582 -0.653614 0.268 -0.583 0.226
H -3.883679 -4.991225 0.410582 0.833 -0.525 0.176
H -4.108356 -4.021088 2.642667 0.800 0.049 0.372
H -1.147604 -1.936959 -0.463708 -0.758 1.040 -0.203
H 4.262941 0.489039 -1.525052 -0.771 -0.799 0.400
H 3.718279 -1.190179 -1.021898 -0.376 1.035 -0.176
H 4.496830 -0.378526 1.045580 -0.691 0.715 -0.647
H 4.083362 1.351042 0.749653 -0.310 -0.887 -0.485
H 2.803468 0.179621 1.222811 0.671 -0.043 -0.854
C 5.752080 3.556166 -2.909627 0.272 -0.637 0.322
C 6.190757 2.764240 -1.735284 -0.200 0.320 -0.436
N 6.529565 2.149848 -0.823956 -0.153 0.090 -0.164
H 4.795237 4.026103 -2.700712 0.114 -0.030 -0.009
H 6.485447 4.329080 -3.131691 -0.097 -0.002 0.083
H 5.646943 2.903295 -3.777178 0.042 -0.053 0.086
C -1.828335 -7.393301 2.766599 0.338 0.257 -0.242
C -0.695671 -6.782920 2.036965 -0.385 -0.306 0.124
N 0.182485 -6.339282 1.442062 -0.247 -0.162 0.171
H -2.480472 -7.911599 2.063141 0.076 0.008 -0.002
H -1.455479 -8.108281 3.499387 0.019 0.039 -0.063
H -2.400754 -6.621889 3.281450 0.067 -0.007 -0.042
C 3.190654 6.572075 -0.558596 0.536 0.113 -0.543
C 4.292014 6.453574 -1.543662 -0.450 0.133 0.331
N 5.147296 6.365819 -2.307257 -0.257 0.252 0.233
H 2.790328 5.584388 -0.329531 0.067 0.033 0.016
H 3.562990 7.033078 0.364119 -0.057 -0.251 -0.476
H 2.391867 7.192186 -0.966779 0.038 -0.085 -0.079
C 1.834510 5.897968 3.746296 0.358 0.245 -0.269
C 2.861603 6.577646 2.924777 -0.397 -0.225 0.420
N 3.659617 7.104638 2.288795 -0.124 -0.027 0.598
H 0.927959 5.750250 3.159439 0.053 0.096 -0.005
H 2.207028 4.928490 4.077833 0.068 0.066 -0.051
H 1.598116 6.507333 4.619487 0.007 0.034 -0.074
C -0.236361 4.954869 7.239670 0.102 0.600 0.015
C 0.047739 6.409360 7.186484 -0.116 -0.556 0.026
N 0.269160 7.535794 7.143314 0.024 -0.208 -0.079
H -1.310233 4.790790 7.323194 0.056 0.046 -0.005
H 0.128409 4.472836 6.332870 -0.012 0.047 0.039
H 0.259962 4.512328 8.102799 -0.014 0.054 -0.042
C 9.150801 1.257209 -2.996252 0.567 0.428 -0.432
C 10.187990 1.984752 -3.768090 -0.430 -0.223 0.253
N 10.991405 2.548596 -4.366514 -0.135 -0.148 0.075
H 8.262594 1.113796 -3.612538 0.049 0.037 -0.001
H 9.530949 0.284334 -2.689434 -0.035 0.344 -0.025
H 8.879171 1.827737 -2.109075 0.036 -0.077 -0.025
C 1.737333 10.268115 4.464226 -0.332 -0.260 -0.327
C 0.884078 9.711807 3.390311 0.340 0.200 0.313
N 0.224075 9.281934 2.551855 0.184 -0.031 0.157
H 2.135031 9.460188 5.078850 -0.097 0.008 -0.013
H 2.565335 10.823616 4.025541 -0.109 -0.058 -0.113
H 1.151399 10.937568 5.092823 -0.016 -0.093 -0.029
C 3.236286 13.814949 5.241775 -0.392 -0.218 0.317
C 2.042176 13.342127 5.982421 0.485 0.280 -0.266
N 1.116135 12.977548 6.558026 0.185 0.071 -0.067
H 3.530282 13.073658 4.498285 -0.093 0.045 -0.006
H 3.011159 14.753949 4.737252 -0.033 -0.069 0.025
H 4.062978 13.972333 5.935392 -0.069 0.006 0.006
C 9.257100 -2.930476 -3.550786 -0.017 0.361 0.527
C 9.267173 -2.083653 -2.333900 -0.013 -0.510 -0.323
N 9.279282 -1.421802 -1.393960 -0.021 -0.363 -0.123
H 9.945367 -2.523480 -4.290053 -0.057 -0.023 0.040
H 9.564407 -3.945045 -3.299559 0.000 0.069 -0.002
H 8.254482 -2.957402 -3.976237 0.063 0.018 0.013
C 0.359435 -9.143109 -1.301082 -0.466 -0.241 0.283
C -0.863583 -9.573096 -0.580846 0.412 0.140 -0.228
N -1.812371 -9.907823 -0.023968 0.219 0.202 -0.096
H 0.597842 -9.861109 -2.085471 -0.066 0.015 0.049
H 0.199791 -8.163323 -1.750719 0.019 -0.032 0.066
H 1.195930 -9.083140 -0.605511 -0.083 0.029 0.000
C -6.962601 -6.820827 -0.667133 0.246 0.092 0.592
C -6.275598 -6.827371 0.647202 -0.194 -0.058 -0.510
N -5.743278 -6.835034 1.667290 -0.042 0.210 -0.212
H -7.522004 -7.744635 -0.796735 0.083 0.062 0.016
H -7.650921 -5.977825 -0.720707 0.013 -0.067 0.003
H -6.229882 -6.733959 -1.469179 -0.005 -0.047 0.070
C -8.679592 -10.134418 1.395698 0.436 -0.030 -0.377
C -7.609082 -10.210363 0.372579 -0.379 -0.040 0.404
N -6.778839 -10.268248 -0.420574 -0.252 0.098 0.063
H -9.048314 -11.134890 1.619964 0.047 0.043 -0.037
H -8.287288 -9.685908 2.308147 0.026 -0.024 -0.069
H -9.503867 -9.525397 1.024354 0.056 -0.027 -0.014
C 12.104953 -2.092244 -6.733978 -0.477 -0.373 -0.055
C 10.977903 -3.048214 -6.866635 0.424 0.328 -0.013
N 10.104572 -3.788498 -6.970568 0.168 0.186 0.105
H 12.612753 -2.248270 -5.782404 -0.033 -0.014 -0.051
H 12.815464 -2.243596 -7.545870 -0.060 -0.019 0.038
H 11.730045 -1.069639 -6.774356 0.000 -0.060 -0.002
C 3.450363 15.085627 9.761044 0.442 -0.028 -0.372
C 4.560309 15.013272 8.780603 -0.409 0.026 0.375
N 5.420453 14.956394 8.020558 -0.213 -0.016 0.099
H 3.073186 14.084364 9.966850 0.034 0.044 -0.054
H 3.805895 15.531090 10.689708 0.023 -0.018 -0.073
H 2.641518 15.695294 9.359619 0.058 -0.043 -0.013
C 2.766467 10.303023 -0.397937 0.008 0.360 0.407
C 2.793351 11.158682 0.809391 -0.055 -0.397 -0.484
N 2.806474 11.812773 1.752041 0.084 0.010 -0.069
H 3.452959 10.695065 -1.148073 -0.014 0.007 0.076
H 3.065531 9.289929 -0.134866 0.010 0.106 0.079
H 1.759604 10.280544 -0.814451 0.023 0.038 0.092
C -9.282031 -9.652143 -3.612229 -0.054 0.520 0.225
C -9.481072 -8.330060 -2.971142 0.048 -0.494 -0.244
N -9.636280 -7.305753 -2.472983 0.091 -0.212 -0.067
H -9.922310 -10.394015 -3.136140 0.029 0.064 -0.007
H -9.533048 -9.591209 -4.670850 -0.022 0.040 0.070
H -8.241657 -9.960299 -3.508350 -0.049 0.036 0.066
C -2.544364 -7.032050 -3.038453 0.270 0.902 0.109
C -2.210379 -5.587453 -2.925255 -0.104 -0.462 -0.021
N -1.956242 -4.468194 -2.836629 -0.112 -0.208 0.058
H -3.623886 -7.167004 -2.993042 0.074 -0.002 -0.007
H -2.177270 -7.425948 -3.982868 0.002 0.094 0.083
H -2.083596 -7.583806 -2.219732 -0.084 0.023 -0.019
C -5.298522 2.360353 3.110888 0.525 0.367 -0.281
C -4.293122 3.127303 2.331427 -0.451 -0.353 0.239
N -3.516953 3.711309 1.716733 -0.120 -0.211 0.026
H -6.207997 2.229132 2.525917 0.049 0.072 0.036
H -4.897663 1.378242 3.361236 -0.026 0.052 -0.002
H -5.533739 2.902788 4.026088 -0.007 -0.046 -0.050
C -4.235188 -9.430973 -6.546757 0.257 -0.062 0.531
C -3.585822 -9.554838 -5.219229 -0.256 -0.066 -0.498
N -3.083168 -9.652718 -4.190170 -0.132 -0.058 -0.305
H -4.852050 -10.308140 -6.739666 0.055 0.030 0.042
H -4.863491 -8.540892 -6.569971 0.044 -0.040 0.025
H -3.475748 -9.351603 -7.323984 -0.020 -0.014 0.067
```
Forces are in eV/Å.

Charge: +1
Energy relative to the best compared isomer or geometry (same formula, charge and spin), kJ/mol: 0.0
LUMO energy, eV: -4.38